(w)
The following is a DFT calculation (ωB97M-V with the def2-TZVPD basis set) of a gas-phase ion, C3H9NO3PS (charge -1).

```
18
Properties=species:S:1:pos:R:3:nbo_charge:R:1
C 0.8643 -1.7308 1.0356 -0.606
C 0.9148 -0.9202 -0.2278 -0.452
C -0.1702 0.0320 -0.4735 -0.279
N -0.0392 0.4408 -1.9882 -0.892
O 1.0003 2.3091 0.3526 -1.180
O -0.5581 1.0978 2.1393 -1.164
O -1.5240 2.3238 0.2348 -1.028
P -0.2001 1.5580 0.7464 2.357
S -1.8457 -0.7879 -0.2776 -0.166
H -0.0926 -2.2079 1.0511 0.211
H 1.5809 -2.5320 0.8637 0.180
H 1.2126 -1.2983 1.9107 0.216
H 0.9217 -1.7449 -0.9833 0.181
H 1.8701 -0.3458 -0.4581 0.232
H -0.1282 1.4891 -2.1337 0.379
H -1.3126 3.1177 -0.3391 0.489
H -0.7060 -0.1829 -2.4968 0.353
H -1.7879 -0.6177 1.0436 0.170
```

## Properties
Charge: -1
Multiplicity: 1
Kohn-Sham gap, Ha: 0.302
Molar mass, g/mol: 170.2
LUMO level, eV: 3.4
SMILES: CC[C@@](N)(S)[P@](=O)([O-])O

=====

(x)
The following is a DFT calculation (ωB97M-V with the def2-TZVPD basis set) of 2 unconnected molecules or ions with the total composition C3H9NO3PS.

```
18
Properties=species:S:1:pos:R:3:nbo_charge:R:1
C -1.9970 -0.4461 -0.9501 -0.630
C -0.8142 0.5490 -0.7873 -0.501
C 0.4556 -0.1007 -1.3018 0.176
N 1.2246 0.3647 -2.2043 -0.670
O -0.6442 -1.2030 2.3958 -1.161
O 1.4193 -2.0232 3.5502 -1.008
O 1.6112 -1.4140 1.2892 -1.013
P 0.7789 -0.9007 2.6170 2.063
S 1.3985 0.8716 3.1627 -0.840
H -2.8749 0.0581 -0.4166 0.206
H -1.8088 -1.3766 -0.2994 0.239
H -2.3630 -0.7967 -1.9179 0.198
H -1.0399 1.5754 -1.2181 0.192
H -0.6533 0.8830 0.3599 0.270
H 0.7039 -1.0591 -0.8911 0.192
H 1.0745 1.1885 -2.6168 0.319
H 2.5669 -1.3975 1.6948 0.484
H 0.8616 -1.7719 4.4086 0.483
```

## Properties
Charge: -1
Multiplicity: 1
Kohn-Sham gap, Ha: 0.292
Molar mass, g/mol: 170.2
LUMO level, eV: 3.6

=====

The computed energies, referenced to the most stable structure and given in hartree, are (w) 0.0000; (x) 0.0067.

=====

(w)
The following is a DFT calculation (ωB97M-V with the def2-TZVPD basis set) of 2 unconnected molecules or ions with the total composition CH3FN2O2.

```
9
Properties=species:S:1:pos:R:3:nbo_charge:R:1
C 0.6891 -0.8744 0.6550 -0.537
N 0.6586 -0.0249 -0.5535 0.079
N -0.9629 1.5121 -0.3919 0.580
O -1.6216 1.5517 0.5634 -0.283
O -0.8611 2.1227 -1.3783 -0.266
F -0.1356 -0.6778 -1.5189 -0.271
H 0.9866 -0.2413 1.4733 0.235
H -0.2545 -1.6235 0.7385 0.232
H 1.5015 -1.7446 0.4124 0.231
```

## Properties
Multiplicity: 1
Kohn-Sham gap (spin up / spin down), Ha: 0.338 / 0.341
Molar mass, g/mol: 94.0
LUMO level (spin up / spin down), eV: -0.5 / -0.8

=====

(x)
The following is a DFT calculation (ωB97M-V with the def2-TZVPD basis set) of 2 unconnected molecules or ions with the total composition CH3FN2O2.

```
9
Properties=species:S:1:pos:R:3:nbo_charge:R:1
C -2.2112 -0.3068 0.0253 0.873
N -3.0869 0.4672 0.2251 -0.775
N 1.4967 -0.2006 -0.8010 0.060
O -1.4450 -1.0794 -0.3188 -0.539
O 1.5306 -1.0498 0.3407 -0.575
F 0.9692 1.0891 -0.4511 -0.297
H 2.4610 0.0503 -0.7473 0.326
H -3.4809 1.1671 0.8058 0.440
H 0.7241 -1.5542 0.3877 0.487
```

## Properties
Multiplicity: 1
Kohn-Sham gap, Ha: 0.418
Molar mass, g/mol: 94.0
LUMO level, eV: 0.8
SMILES: N=C=O.ONF

=====

(y)
The following is a DFT calculation (ωB97M-V with the def2-TZVPD basis set) of 2 unconnected molecules or ions with the total composition CH3FN2O2.

```
9
Properties=species:S:1:pos:R:3:nbo_charge:R:1
C 0.3667 0.3864 0.6067 0.827
N -0.6364 0.8537 1.2108 -0.820
N -0.3425 -1.0733 -0.7624 0.090
O 1.5356 0.4342 0.5350 -0.516
O 0.7070 -1.6869 -1.3697 -0.544
F -0.9213 -0.0330 -1.6144 -0.351
H -1.6247 0.8764 1.0157 0.445
H -0.5135 1.3513 2.0783 0.406
H 1.4292 -1.1089 -1.6998 0.462
```

## Properties
Multiplicity: 1
Kohn-Sham gap (spin up / spin down), Ha: 0.318 / 0.318
Molar mass, g/mol: 94.0
LUMO level (spin up / spin down), eV: 0.3 / 0.3

=====

The computed energies, referenced to the most stable structure and given in hartree, are (w) 0.1497; (x) 0.0000; (y) 0.0546.

=====

(w)
The following is a DFT calculation (ωB97M-V with the def2-TZVPD basis set) of 2 unconnected molecules or ions with the total composition C2H8NO.

```
12
Properties=species:S:1:pos:R:3:nbo_charge:R:1
C -0.2752 -1.4735 -0.2346 -0.434
C -1.5455 0.5280 0.3504 0.126
N -0.5541 -0.0102 -0.2246 -0.388
H 0.1787 -1.7189 -1.1882 0.244
H 0.4238 -1.6951 0.5747 0.246
H -1.2008 -2.0169 -0.0674 0.233
H -2.4431 0.0111 0.6574 0.229
H -1.5492 1.6068 0.3334 0.225
H 0.3469 0.4960 -0.3297 0.474
H 2.6530 1.1475 -0.5456 0.509
H 2.1308 1.8083 0.7264 0.508
O 1.8349 1.3168 -0.0522 -0.971
```

## Properties
Charge: +1
Multiplicity: 1
Kohn-Sham gap, Ha: 0.434
Molar mass, g/mol: 62.1
LUMO level, eV: -4.9

=====

(x)
The following is a DFT calculation (ωB97M-V with the def2-TZVPD basis set) of 2 unconnected molecules or ions with the total composition C2H8NO.

```
12
Properties=species:S:1:pos:R:3:nbo_charge:R:1
O -2.2177 -0.6046 -0.2560 -0.983
H -0.5861 0.2368 -0.4100 0.466
H -2.9084 0.0398 -0.4734 0.501
H -2.6881 -1.4440 -0.3307 0.505
C 1.1393 1.2802 0.1952 -0.445
C 0.7740 -1.0931 0.1547 0.146
N 0.3975 0.0541 -0.1942 -0.385
H 2.1454 1.2238 -0.2374 0.240
H 0.6665 2.1430 -0.2564 0.249
H 1.3160 1.3024 1.2630 0.249
H 0.1083 -1.9288 0.3109 0.238
H 1.8533 -1.2095 0.2343 0.218
```

## Properties
Charge: +1
Multiplicity: 1
Kohn-Sham gap, Ha: 0.419
Molar mass, g/mol: 62.1
LUMO level, eV: -5.1

=====

(y)
The following is a DFT calculation (ωB97M-V with the def2-TZVPD basis set) of a gas-phase ion, C2H8NO (charge +1).

```
12
Properties=species:S:1:pos:R:3:nbo_charge:R:1
C -0.3034 -1.2978 0.1003 -0.668
C -0.2728 0.1907 -0.4181 0.287
N 0.4319 0.9708 0.8226 -0.739
O 0.5888 0.2939 -1.4824 -0.699
H 0.7609 -1.4658 0.2137 0.229
H -0.9594 -1.4848 0.9595 0.237
H -0.4948 -2.0336 -0.6106 0.264
H -1.3072 0.6974 -0.6449 0.214
H -0.0515 0.6126 1.6911 0.442
H 0.0889 1.9931 0.6651 0.462
H 1.3758 0.8025 1.0154 0.447
H 0.1428 0.7210 -2.3117 0.525
```

## Properties
Charge: +1
Multiplicity: 1
Kohn-Sham gap, Ha: 0.453
Molar mass, g/mol: 62.1
LUMO level, eV: -3.8
SMILES: C[C@@H]([NH3+])O

=====

The computed energies, referenced to the most stable structure and given in hartree, are (w) 0.0000; (x) 0.0125; (y) 0.0192.

=====

(w)
The following is a DFT calculation (ωB97M-V with the def2-TZVPD basis set) of CH3NO2S in the gas phase.

```
8
Properties=species:S:1:pos:R:3:nbo_charge:R:1
C -0.1019 0.3733 -1.0724 -0.257
N 0.2177 -0.4179 1.2411 0.250
O 0.5529 0.7258 1.4318 -0.336
O -0.2966 -0.6624 -0.0822 -0.359
S 0.0751 -1.5720 2.3683 0.097
H 0.8982 0.6037 -1.1044 0.198
H -0.7383 1.1223 -0.8166 0.190
H -0.6072 -0.1728 -1.9655 0.217
```

## Properties
Multiplicity: 1
Kohn-Sham gap, Ha: 0.322
Molar mass, g/mol: 93.1
LUMO level, eV: -0.8
SMILES: CO[N+]([O-])=S

=====

(x)
The following is a DFT calculation (ωB97M-V with the def2-TZVPD basis set) of CH3NO2S in the gas phase.

```
8
Properties=species:S:1:pos:R:3:nbo_charge:R:1
C -1.1160 0.1320 0.0093 -0.442
N 0.1251 0.7738 0.2426 -0.738
O 2.6669 0.6543 0.0274 -0.820
O 1.4333 -1.5010 -0.0406 -0.839
S 1.3975 -0.0482 -0.0457 2.213
H -1.9223 0.3768 0.7805 0.215
H -1.1671 -0.9200 -0.1147 0.207
H -1.4174 0.5323 -0.8589 0.204
```

## Properties
Multiplicity: 1
Kohn-Sham gap, Ha: 0.367
Molar mass, g/mol: 93.1
LUMO level, eV: -1.0
SMILES: CN=S(=O)=O

=====

(y)
The following is a DFT calculation (ωB97M-V with the def2-TZVPD basis set) of CH3NO2S in the gas phase.

```
8
Properties=species:S:1:pos:R:3:nbo_charge:R:1
C -1.2265 -0.1954 -0.1062 -0.725
N 1.4313 0.1454 0.0973 0.349
O 0.9016 1.4265 0.2780 -0.477
O 2.5821 -0.0965 -0.0777 -0.281
S 0.3079 -1.2061 0.2412 0.368
H -1.8378 -0.4749 0.7095 0.241
H -1.2648 -0.3771 -1.1879 0.245
H -0.8937 0.7781 0.0459 0.280
```

## Properties
Multiplicity: 1
Kohn-Sham gap (spin up / spin down), Ha: 0.362 / 0.362
Molar mass, g/mol: 93.1
LUMO level (spin up / spin down), eV: -0.5 / -0.5
SMILES: CS[N+](=O)[O-]

=====

The computed energies, referenced to the most stable structure and given in hartree, are (w) 0.0686; (x) 0.0000; (y) 0.0718.

=====

(w)
The following is a DFT calculation (ωB97M-V with the def2-TZVPD basis set) of 2 unconnected molecules or ions with the total composition C8H13IN2.

```
24
Properties=species:S:1:pos:R:3:nbo_charge:R:1
C -2.4139 -2.1307 0.3402 -0.020
C -3.6698 -2.5267 0.2911 -0.351
C -0.8115 1.2241 -1.5106 -0.447
C 0.2661 1.0855 -0.6442 0.051
C 2.4507 0.1135 -1.4582 -0.631
C 1.0033 1.0928 1.9879 -0.605
C 1.7420 1.3769 -1.0309 -0.444
C 0.1032 0.5190 0.7721 -0.486
N -1.3223 -2.3671 0.9113 0.004
N -0.2521 -2.2517 1.3311 -0.033
I -2.7588 0.8991 -0.9910 0.170
H -4.0629 -3.3943 0.8726 0.195
H -4.4068 -2.0183 -0.2514 0.206
H -0.6067 1.7843 -2.4278 0.221
H 3.4002 0.0956 -1.9901 0.224
H 1.8618 -0.4267 -2.2419 0.213
H 2.6382 -0.6898 -0.6773 0.213
H 2.0386 1.3716 1.6665 0.199
H 0.9301 0.4596 2.8216 0.216
H 0.6066 1.9580 2.4359 0.206
H 1.7039 2.1219 -1.8925 0.217
H 2.1775 1.8161 -0.1110 0.218
H -0.9944 0.4453 1.1544 0.221
H 0.3769 -0.5580 0.6422 0.243
```

## Properties
Multiplicity: 1
Kohn-Sham gap, Ha: 0.281
Molar mass, g/mol: 264.1
LUMO level, eV: -0.6

=====

(x)
The following is a DFT calculation (ωB97M-V with the def2-TZVPD basis set) of 2 unconnected molecules or ions with the total composition C8H13IN2.

```
24
Properties=species:S:1:pos:R:3:nbo_charge:R:1
C 0.0638 1.1503 -0.3767 0.284
C 1.8056 -2.3312 -0.0112 0.290
C -1.1944 1.8241 -0.1224 -0.479
C -0.6125 -0.1789 -0.3434 -0.374
C -1.7199 0.4500 0.5717 -0.019
C -0.9029 -0.7930 -1.7096 -0.611
C -1.5189 0.2984 2.0441 -0.679
C 2.4018 0.5966 -0.4108 -0.434
N 2.7943 -2.5365 0.5797 -0.710
N 1.3094 1.5250 -0.3259 -0.413
I -3.7120 -0.1133 -0.1687 0.048
H -0.1966 -1.0151 0.1999 0.240
H -1.1347 2.8012 0.3954 0.232
H -1.8356 2.0754 -1.0404 0.247
H -1.4537 -1.7915 -1.6905 0.234
H 0.0266 -1.1097 -2.2498 0.228
H -1.3710 0.0453 -2.3253 0.210
H -2.5277 0.4560 2.4331 0.238
H -0.7772 1.0011 2.3962 0.229
H -1.1433 -0.6846 2.4679 0.225
H 2.8064 0.4957 0.6175 0.201
H 3.1929 0.9954 -1.1036 0.204
H 2.1060 -0.3714 -0.8120 0.184
H 3.5938 -2.7893 0.9847 0.424
```

## Properties
Multiplicity: 1
Kohn-Sham gap, Ha: 0.345
Molar mass, g/mol: 264.1
LUMO level, eV: 0.4

=====

The computed energies, referenced to the most stable structure and given in hartree, are (w) 0.0605; (x) 0.0000.

=====

(w)
The following is a DFT calculation (ωB97M-V with the def2-TZVPD basis set) of 3 unconnected molecules or ions with the total composition C6H11N.

```
18
Properties=species:S:1:pos:R:3:nbo_charge:R:1
C 0.1860 -1.4005 -0.5294 -0.586
C 0.5005 0.7159 0.3233 -0.136
C -0.6292 0.9549 1.2395 -0.671
H 0.4729 1.2207 -0.6371 0.204
H 0.1718 -1.6870 0.5157 0.195
H 1.1835 -1.2975 -0.9425 0.194
H -0.3414 -2.2100 -1.0251 0.207
H -0.3924 0.6898 2.2712 0.214
H -0.9863 1.9874 1.2003 0.227
C 1.8122 0.4250 0.8429 0.052
C -1.3887 -0.4203 -1.5639 -0.245
C -2.4326 -0.1804 -0.9613 -0.267
N 2.9309 0.4322 0.2111 -0.586
H 2.8088 0.7769 -0.7456 0.318
H 1.8481 0.0571 1.8709 0.166
H -0.8751 -0.3925 -2.5042 0.234
H -3.3646 -0.0184 -0.4799 0.241
H -1.5045 0.3468 0.9142 0.238
```

## Properties
Multiplicity: 1
Kohn-Sham gap (spin up / spin down), Ha: 0.270 / 0.278
Molar mass, g/mol: 97.2
LUMO level (spin up / spin down), eV: -0.5 / -0.4

=====

(x)
The following is a DFT calculation (ωB97M-V with the def2-TZVPD basis set) of C6H11N in the gas phase.

```
18
Properties=species:S:1:pos:R:3:nbo_charge:R:1
C -1.4282 1.2916 -0.8952 -0.615
C -0.6708 0.9449 0.3767 -0.392
C 0.2559 -0.3278 0.2752 -0.126
C 0.9607 -0.4762 1.6581 -0.607
C 1.2710 -0.6208 -1.1860 -0.584
C -0.5101 -1.4946 -0.0413 0.271
N -0.9940 -2.4512 -0.4716 -0.369
H -0.7373 1.6027 -1.6840 0.206
H -2.1388 2.1084 -0.7261 0.218
H -1.9936 0.4233 -1.2480 0.219
H -1.4028 0.7172 1.1734 0.216
H -0.1337 1.8329 0.7530 0.210
H 0.1915 -0.6863 2.4191 0.226
H 1.6600 -1.3126 1.6681 0.224
H 1.4892 0.4243 2.0097 0.218
H 1.8091 -1.5891 -1.1381 0.232
H 0.6984 -0.6673 -2.1342 0.232
H 1.6734 0.2807 -0.8087 0.221
```

## Properties
Multiplicity: 1
Kohn-Sham gap, Ha: 0.390
Molar mass, g/mol: 97.2
LUMO level, eV: 0.8
SMILES: CCC(C)(C)C#N

=====

The computed energies, referenced to the most stable structure and given in hartree, are (w) 0.1846; (x) 0.0000.